Entry 1:
15
Properties=species:S:1:pos:R:3:forces:R:3:lowdin_charge:R:1 method="wB97M-V/def2-TZVPD" homo_energy_ha="-0.260 / -0.255" e_lumo_ev="0.20 / -0.59" total_charge=0 homo_lumo_gap_ha="0.268 / 0.233" de_lowest_ev=7.327
C -0.691 -0.852 1.738 1.95 1.35 2.26 -0.37
C 1.177 1.120 1.419 -0.10 0.73 -0.86 -0.33
C -1.051 1.253 -0.120 0.49 -0.76 1.68 -0.20
C 0.374 -1.349 -1.907 -1.13 -2.52 1.85 0.03
S 0.169 0.041 0.651 -0.10 0.95 -0.81 0.80
H -1.323 -1.537 1.328 -1.40 -2.12 -1.01 -0.05
H -0.079 -1.062 2.646 -0.86 0.07 -0.72 0.02
H 1.347 2.027 0.839 0.08 -0.32 0.19 0.01
H 1.870 0.853 2.173 0.46 -0.54 0.38 0.00
H -0.743 2.138 0.504 -1.22 -0.61 -0.93 0.05
H -0.941 1.345 -1.189 0.27 0.10 -0.14 0.03
H -1.977 0.702 0.161 0.40 1.10 -0.20 0.06
H 1.386 -1.177 -1.985 1.92 0.81 -0.47 -0.05
H 0.171 -2.339 -1.400 -0.23 1.41 -0.80 0.02
H -0.376 -0.772 -2.374 -0.55 0.35 -0.43 -0.03



Entry 2:
43
Properties=species:S:1:pos:R:3:forces:R:3:lowdin_charge:R:1 method="wB97M-V/def2-TZVPD" homo_energy_ha="-0.085 / -0.085" e_lumo_ev="2.91 / 2.91" total_charge=-1 homo_lumo_gap_ha="0.192 / 0.192" de_lowest_ev=0.683
Pt 0.729 0.062 -0.077 0.08 -1.10 -1.03 0.68
N 1.898 2.531 -0.505 -0.14 0.32 0.37 -0.04
N 2.138 3.260 0.679 -0.10 -0.01 -0.04 -0.06
C 2.122 2.587 1.958 -0.08 -0.09 0.26 -0.76
O 2.682 3.248 2.856 -0.06 -0.23 -0.21 -0.07
O 1.532 1.477 2.027 0.22 0.74 0.14 -0.15
H 2.724 2.073 -0.864 0.11 -0.12 -0.04 0.06
H 1.524 3.160 -1.199 -0.05 0.01 -0.14 0.06
H 2.925 3.886 0.645 0.14 0.12 0.04 0.10
C -1.366 0.704 2.161 0.05 0.02 0.03 -0.11
N -1.380 0.869 0.700 0.16 -0.44 0.09 -0.35
C -1.302 2.295 0.365 -0.04 0.08 0.18 -0.13
C -2.643 0.327 0.162 0.19 -0.05 -0.36 -0.21
C -2.816 -1.196 0.074 0.30 0.30 0.46 -0.23
N -1.825 -1.880 -0.704 -0.24 -0.28 -0.23 -0.30
C -1.718 -3.273 -0.354 0.08 0.10 0.04 -0.12
C -2.015 -1.711 -2.121 0.12 0.10 0.07 -0.12
H -2.206 1.254 2.621 -0.03 -0.02 -0.04 0.09
H -0.419 1.070 2.551 0.02 0.04 -0.01 0.06
H -1.448 -0.353 2.418 -0.02 0.00 -0.08 0.08
H -2.179 2.840 0.752 -0.02 -0.01 0.01 0.09
H -1.260 2.415 -0.717 0.01 -0.05 -0.01 0.07
H -0.397 2.716 0.800 -0.03 -0.03 0.01 0.06
H -2.777 0.745 -0.837 0.00 0.07 -0.01 0.10
H -3.467 0.693 0.793 -0.10 0.12 -0.09 0.11
H -3.832 -1.384 -0.327 -0.10 0.06 0.11 0.12
H -2.790 -1.604 1.087 -0.02 -0.04 0.01 0.11
H -2.659 -3.832 -0.536 0.05 -0.04 -0.01 0.08
H -1.451 -3.368 0.700 -0.01 -0.02 -0.03 0.08
H -0.919 -3.728 -0.944 -0.05 -0.03 0.03 0.08
H -2.956 -2.180 -2.474 0.02 0.00 -0.03 0.08
H -1.171 -2.156 -2.650 -0.04 0.01 -0.05 0.07
H -2.036 -0.651 -2.376 0.04 -0.01 -0.01 0.07
C 3.561 -0.813 0.984 0.17 0.21 0.13 -0.09
O 3.388 -0.981 -0.431 0.94 -0.60 0.75 -0.18
C 2.158 -0.871 -0.902 -1.54 0.85 0.35 -0.54
C 2.197 -1.379 -2.312 0.31 0.05 -0.54 -0.13
H 4.471 -0.238 1.150 0.04 0.01 -0.10 0.08
H 3.674 -1.794 1.448 -0.02 -0.11 -0.11 0.08
H 2.713 -0.291 1.421 -0.05 0.08 -0.04 0.03
H 3.217 -1.663 -2.608 -0.06 0.01 0.00 0.06
H 1.827 -0.618 -3.003 -0.13 0.00 0.09 0.06
H 1.555 -2.249 -2.410 -0.15 -0.05 0.04 0.05



Entry 3:
75
Properties=species:S:1:pos:R:3:forces:R:3:lowdin_charge:R:1 method="wB97M-V/def2-TZVPD" homo_energy_ha="-0.175 / -0.175" e_lumo_ev="1.24 / 1.25" total_charge=-1 homo_lumo_gap_ha="0.220 / 0.220" spin_multiplicity=2
Ce 2.802 3.574 20.237 -0.93 0.04 -0.30 0.61
C -0.461 0.086 20.801 -0.55 0.74 0.42 -0.03
C 0.922 -0.410 21.094 -0.02 0.34 1.41 -0.23
N 1.049 -1.707 21.289 -0.56 1.25 -0.99 0.10
C 2.274 -2.214 21.398 1.49 -0.27 0.54 -0.13
C 3.453 -1.479 21.461 -1.04 0.31 -0.70 -0.14
C 4.759 -2.223 21.505 0.15 0.01 0.05 -0.20
O 5.619 -1.837 20.414 0.00 0.04 0.20 -0.07
C 3.342 -0.031 21.385 -0.76 -0.96 0.06 -0.07
C 4.499 0.790 21.295 0.48 1.98 0.48 0.00
N 4.501 2.132 21.352 -0.72 -3.02 0.24 -0.07
C 5.680 2.830 21.230 1.18 -0.14 -0.61 -0.38
C 6.621 2.461 20.233 -0.49 0.22 1.04 -0.01
C 7.856 3.036 20.209 1.37 0.09 -0.60 -0.08
C 8.172 4.079 21.076 0.81 0.52 -0.17 -0.10
C 7.182 4.620 21.876 -0.15 -0.25 0.68 -0.15
C 5.951 3.947 22.013 0.30 0.78 0.12 -0.56
I 4.566 4.672 23.491 0.50 -0.41 -0.82 0.98
C 2.033 0.516 21.318 -0.67 1.61 -0.64 -0.23
O 1.787 1.819 21.347 0.25 -2.60 0.31 -0.27
H -1.144 -0.756 21.032 0.19 0.72 -0.14 0.08
H -0.546 0.351 19.749 0.05 -0.17 -0.27 0.07
H -0.757 1.063 21.296 0.53 -1.31 -0.14 0.10
H 2.250 -3.301 21.424 0.55 0.04 0.16 0.10
H 4.511 -3.301 21.546 0.38 0.43 -0.24 0.12
H 5.320 -1.978 22.418 -0.15 -0.09 -0.07 0.12
H 5.836 -2.542 19.801 -0.34 -0.25 0.17 0.09
H 5.434 0.223 21.186 -0.03 0.55 0.15 0.13
H 6.345 1.682 19.562 -0.13 -0.46 -0.46 0.12
H 8.634 2.711 19.489 -0.71 0.08 0.50 0.12
H 9.220 4.471 21.099 -1.23 -0.13 -0.12 0.12
H 7.395 5.513 22.464 -0.15 -0.32 -0.02 0.09
S 0.496 3.210 18.674 0.40 0.05 -0.14 0.60
C 1.680 2.658 17.508 -1.55 0.81 -1.14 -1.11
S 3.281 2.198 17.859 0.71 -0.41 0.49 0.62
C 1.273 2.689 16.155 0.56 -0.38 1.48 -0.43
C 0.083 3.262 15.689 -0.97 0.70 -0.27 -0.29
N -0.833 3.792 15.223 0.15 -0.26 0.18 0.13
C 2.081 2.101 15.181 1.94 -1.26 -2.48 -0.30
N 2.737 1.611 14.341 -1.20 0.88 1.52 0.12
O 3.593 5.498 19.615 0.76 0.49 -0.05 -0.49
Si 3.064 6.991 19.337 0.43 0.09 -0.75 0.45
C 4.101 8.276 20.241 -0.51 0.70 -0.10 -0.20
C 3.481 9.463 20.695 0.52 0.05 0.28 -0.09
C 4.090 10.297 21.636 0.28 0.13 -0.22 -0.09
C 5.382 9.987 22.052 0.28 0.40 1.00 -0.12
C 6.037 8.902 21.521 1.13 -0.76 0.26 -0.12
C 5.422 8.065 20.612 -0.06 -0.65 -0.02 -0.09
C 3.032 7.396 17.510 -0.09 -0.32 -1.55 -0.20
C 3.017 6.351 16.542 0.66 0.22 0.24 -0.05
C 3.362 6.570 15.194 -0.91 -0.08 0.51 -0.07
C 3.646 7.860 14.780 0.30 0.22 -0.65 -0.12
C 3.581 8.925 15.673 -0.49 0.43 0.01 -0.11
C 3.199 8.695 16.996 0.45 0.27 0.55 -0.10
C 1.366 6.973 20.038 -1.12 0.11 0.05 -0.22
C 1.228 6.351 21.289 -0.29 -0.16 -0.10 -0.12
C -0.058 6.122 21.820 0.49 0.44 -0.03 -0.07
C -1.155 6.626 21.151 -0.20 0.21 -0.64 -0.09
C -1.025 7.222 19.888 -0.98 -0.29 0.59 -0.09
C 0.205 7.360 19.318 1.17 0.01 0.10 -0.07
H 2.527 9.770 20.295 -0.40 -0.26 0.14 0.10
H 3.604 11.189 22.051 0.03 -0.44 -0.35 0.10
H 5.897 10.536 22.860 -0.49 -0.04 -0.57 0.10
H 7.035 8.581 21.879 -0.56 0.61 -0.21 0.11
H 5.984 7.195 20.258 -0.38 0.14 0.06 0.11
H 2.805 5.338 16.876 0.07 0.02 -0.08 0.09
H 3.294 5.773 14.443 0.18 0.16 0.54 0.11
H 3.891 8.041 13.720 -0.05 -0.04 0.63 0.10
H 3.772 9.951 15.314 -0.16 -0.61 0.27 0.10
H 3.075 9.547 17.688 0.34 -0.36 -0.43 0.10
H 2.159 6.041 21.817 -0.84 0.22 -0.16 0.07
H -0.236 5.610 22.755 0.29 -0.03 0.14 0.10
H -2.143 6.563 21.583 -0.09 -0.24 0.09 0.10
H -1.915 7.526 19.331 0.22 -0.05 0.27 0.11
H 0.251 7.765 18.306 0.35 -0.10 0.26 0.11



Entry 4:
103
Properties=species:S:1:pos:R:3:forces:R:3:lowdin_charge:R:1 method="wB97M-V/def2-TZVPD" homo_energy_ha=-0.218 e_lumo_ev=1.88 total_charge=-1 homo_lumo_gap_ha=0.287 de_lowest_ev=1.591
K -0.591 0.591 1.222 0.95 -0.44 -2.15 0.86
Br -6.493 2.624 -2.460 0.00 0.00 0.00 0.73
C -4.709 2.131 -2.054 0.06 -0.09 0.02 -0.67
C -4.394 0.804 -1.826 -0.02 0.12 0.00 -0.09
C -3.068 0.508 -1.541 -0.18 -0.01 -0.06 -0.13
N -2.115 1.421 -1.488 0.17 0.01 0.07 0.12
C -2.429 2.691 -1.705 -0.19 0.04 0.10 -0.21
C -3.731 3.104 -1.993 0.08 -0.06 -0.04 -0.06
C -1.296 3.654 -1.596 -0.11 0.10 -0.06 -0.20
C -1.510 5.011 -1.365 0.10 0.01 0.08 -0.05
C -0.401 5.829 -1.253 0.08 -0.09 -0.01 -0.67
Br -0.629 7.676 -0.911 0.01 -0.02 -0.01 0.74
C 0.871 5.297 -1.378 -0.10 0.05 0.00 -0.11
C 0.960 3.933 -1.623 0.14 0.14 0.05 -0.14
N -0.082 3.130 -1.726 -0.01 -0.09 -0.15 0.15
H -5.148 0.033 -1.852 -0.04 -0.04 0.00 0.10
H -2.752 -0.505 -1.337 0.02 -0.12 -0.01 0.08
H -3.979 4.138 -2.182 0.04 0.01 0.00 0.10
H -2.501 5.419 -1.236 -0.04 -0.02 0.02 0.10
H 1.757 5.907 -1.278 -0.01 0.01 0.00 0.10
H 1.928 3.460 -1.736 0.08 0.00 0.03 0.10
N 2.141 4.198 1.782 -0.08 0.11 -0.12 0.01
C 2.206 3.134 2.781 0.01 -0.09 0.23 -0.20
C 1.082 2.096 2.629 0.48 0.46 0.35 -0.73
O 1.403 0.887 2.534 0.63 -0.15 0.46 -0.16
O -0.085 2.549 2.566 -0.05 0.51 0.24 -0.12
H 1.179 4.533 1.779 0.05 0.00 -0.02 0.06
H 2.270 3.769 0.871 -0.01 0.03 -0.07 0.04
H 2.113 3.590 3.773 0.01 -0.06 -0.04 0.11
H 3.182 2.644 2.735 -0.07 0.01 -0.01 0.10
C -0.788 0.273 -4.735 0.03 -0.02 -0.09 -0.08
C -1.180 -1.189 -4.574 -0.03 -0.13 0.03 -0.22
N -0.112 -2.076 -4.122 -0.10 0.22 0.23 -0.10
C 0.527 -2.905 -5.113 0.07 -0.23 -0.10 -0.24
C 1.535 -2.160 -5.980 0.01 -0.04 -0.05 -0.07
C 0.337 -1.990 -2.821 -0.22 0.05 0.08 -0.45
C 1.493 -2.875 -2.442 0.04 -0.01 0.09 -0.02
N -0.263 -1.206 -2.002 0.05 -0.14 -0.11 0.14
H -1.611 0.827 -5.189 -0.06 0.02 -0.02 0.07
H 0.083 0.377 -5.385 0.02 0.02 0.01 0.06
H -0.574 0.722 -3.772 0.09 0.05 0.21 0.04
H -1.527 -1.588 -5.533 0.00 0.01 0.07 0.11
H -2.012 -1.260 -3.869 0.01 0.05 0.02 0.09
H -0.255 -3.338 -5.748 0.07 0.02 0.03 0.12
H 1.011 -3.747 -4.614 -0.04 0.09 -0.11 0.10
H 1.050 -1.379 -6.565 -0.03 0.03 -0.02 0.06
H 2.031 -2.841 -6.672 0.02 -0.04 -0.05 0.07
H 2.296 -1.687 -5.361 0.06 0.03 0.05 0.06
H 1.186 -3.920 -2.444 -0.03 -0.06 0.01 0.08
H 1.807 -2.637 -1.429 0.01 0.02 0.00 0.08
H 2.339 -2.749 -3.118 0.06 0.01 0.00 0.07
H 0.152 -1.302 -1.075 0.00 0.05 -0.25 0.04
C -2.973 -4.010 0.833 0.01 -0.04 -0.22 -0.24
S -1.923 -3.162 -0.351 -0.08 -0.10 -0.12 0.80
C -2.871 -3.564 -1.845 0.09 -0.02 0.21 -0.24
O -0.677 -3.980 -0.451 0.04 0.01 0.01 -0.53
H -2.913 -5.079 0.637 -0.02 -0.04 -0.03 0.06
H -3.994 -3.646 0.742 -0.08 0.07 0.01 0.06
H -2.582 -3.777 1.815 0.09 0.04 0.12 0.02
H -3.853 -3.101 -1.796 -0.10 0.06 0.03 0.05
H -2.958 -4.646 -1.942 0.03 -0.02 0.05 0.06
H -2.312 -3.154 -2.683 0.07 0.02 -0.01 0.02
O -3.311 2.104 7.340 0.04 -0.05 0.04 0.06
N -2.908 0.959 7.224 -0.06 -0.01 -0.05 -0.37
O -2.708 0.206 8.164 0.00 0.07 0.02 0.05
C -2.665 0.452 5.889 -0.03 0.07 -0.02 -0.14
C -2.254 -0.863 5.724 0.06 0.07 -0.19 0.08
C -2.022 -1.337 4.460 0.09 0.04 0.24 -0.04
C -2.215 -0.567 3.236 -0.28 -0.11 0.26 -0.33
O -2.060 -1.039 2.103 -0.59 -0.63 0.38 -0.13
C -2.644 0.802 3.526 -0.12 0.06 0.02 -0.06
C -2.862 1.279 4.795 0.14 -0.07 0.09 0.09
N -2.932 1.757 2.453 -0.14 -0.19 0.48 -0.35
O -3.253 2.883 2.759 -0.17 0.29 0.02 0.08
O -2.860 1.375 1.297 -0.81 0.28 -0.19 -0.05
N -1.611 -2.737 4.388 -0.46 -0.14 -0.35 -0.33
O -0.993 -3.123 3.415 0.17 0.09 0.16 0.06
O -1.977 -3.474 5.293 0.17 -0.01 0.07 0.05
H -2.114 -1.508 6.579 0.01 0.01 -0.01 0.13
H -3.184 2.301 4.930 0.02 -0.05 0.01 0.13
C 3.883 -0.113 -2.421 -0.06 0.02 0.02 -0.07
C 2.667 0.448 -2.057 0.05 0.03 -0.18 -0.16
N 2.387 0.836 -0.817 -0.08 0.05 0.04 0.10
C 3.322 0.667 0.108 0.08 -0.17 0.21 -0.09
C 4.567 0.084 -0.139 -0.04 -0.01 -0.04 -0.21
C 4.849 -0.294 -1.446 -0.05 0.03 0.00 -0.03
C 5.573 -0.053 0.928 0.04 0.00 0.22 -0.05
C 5.458 -0.575 2.152 0.10 0.05 -0.18 -0.03
C 4.352 -1.288 2.816 -0.14 0.08 -0.02 -0.26
C 3.209 -1.789 2.204 0.06 -0.01 0.15 0.01
C 2.278 -2.417 3.011 0.02 0.01 -0.06 -0.11
N 2.453 -2.561 4.321 -0.12 -0.06 0.02 0.09
C 3.586 -2.069 4.803 -0.01 -0.05 0.21 -0.22
N 4.544 -1.454 4.133 0.07 0.09 -0.09 0.12
H 4.063 -0.402 -3.447 0.01 -0.01 -0.06 0.09
H 1.882 0.598 -2.785 -0.12 0.00 -0.10 0.10
H 3.046 0.963 1.113 0.03 0.02 0.10 0.09
H 5.808 -0.733 -1.690 0.04 -0.02 -0.01 0.11
H 6.544 0.371 0.684 0.01 -0.01 0.00 0.11
H 6.313 -0.484 2.812 0.04 -0.04 -0.03 0.10
H 3.027 -1.692 1.150 0.02 0.05 -0.18 0.10
H 1.360 -2.813 2.595 -0.06 -0.02 0.01 0.10
H 3.748 -2.187 5.870 -0.01 0.00 -0.01 0.10